Entry from OMol25: C4H6O2 as an isolated structure (ωB97M-V with the def2-TZVPD basis set).

Computed properties:
E = -306.33053 Ha
Highest occupied orbital energy = -9.359 eV

Structure (XYZ):
```
12
Properties=species:S:1:pos:R:3:mulliken_charge:R:1
C -0.93 -1.04 -0.29 -1.4367
C 0.01 0.10 0.02 1.1636
C -0.27 1.49 -0.45 -0.6202
O -0.30 0.88 1.22 -0.3932
C 1.48 -0.24 0.11 -0.2462
O 1.98 -1.21 -0.43 -0.4773
H -0.89 -1.81 0.49 0.3140
H -1.95 -0.67 -0.40 0.3689
H -0.62 -1.50 -1.24 0.3232
H 0.66 2.07 -0.46 0.1876
H -1.14 1.34 0.95 0.4539
H 2.07 0.51 0.66 0.3623
```